Formula: C24H33F15O14PbV
Source: OMol25
Level of theory: ωB97M-V/def2-TZVPD

Last column: Mulliken spin population.
Cartesian coordinates (Å):
1 F 5.63 0.50 -0.30  0.000
2 C -3.21 -0.32 -4.67  0.001
3 C -3.88 -0.07 -6.06  0.000
4 H 0.36 4.80 2.27  0.000
5 F 5.13 -0.97 -1.77  0.000
6 Pb -1.91 -3.31 -2.46  0.018
7 C 1.40 -2.08 -3.83  0.002
8 H 0.57 0.09 1.58  -0.013
9 C 0.74 4.19 3.08  0.000
10 H 3.25 -4.71 -2.89  0.000
11 O 0.18 -2.45 -3.75  0.000
12 C 2.37 -4.08 -2.72  0.000
13 O 5.28 -2.90 0.27  0.000
14 C 0.75 2.69 2.97  -0.002
15 F -5.10 -0.52 -6.07  0.000
16 H 2.24 -1.57 3.86  0.000
17 F -1.08 5.74 -2.39  0.000
18 O 4.52 -1.07 1.27  0.000
19 C -2.12 5.06 -0.44  0.000
20 H -2.92 0.63 -2.09  0.015
21 F 7.18 -0.96 -0.87  0.000
22 H 2.11 -4.70 -0.62  0.000
23 C -2.61 3.08 0.75  -0.004
24 O -3.25 5.29 -0.75  0.000
25 C 3.09 -1.05 3.42  0.000
26 F 0.64 0.72 7.25  0.000
27 C -1.03 5.96 -1.08  0.000
28 C -1.94 2.50 -2.61  0.000
29 H 1.55 -4.59 -3.23  0.000
30 H -2.62 3.42 2.88  0.000
31 H -2.08 2.13 0.91  0.012
32 O 1.21 2.06 4.14  0.000
33 F 1.06 0.26 -3.91  0.000
34 O 2.50 -2.83 -3.44  0.000
35 C 0.33 1.38 4.92  0.001
36 O -0.88 1.51 4.81  0.000
37 H 1.57 2.56 2.27  0.000
38 C -3.49 -4.37 2.22  0.017
39 H -3.05 -4.67 3.17  -0.048
40 V -2.63 -1.93 0.65  2.705
41 H 0.06 4.49 3.88  0.000
42 O -1.12 -1.11 2.05  -0.058
43 F 1.31 -0.94 -5.83  0.000
44 C 5.83 -0.76 -0.68  0.000
45 C -3.33 3.37 2.06  -0.001
46 H -3.97 4.25 2.09  0.000
47 H -3.34 2.85 -0.02  -0.001
48 H 4.56 -2.46 2.80  0.000
49 H 3.15 -2.56 1.84  0.000
50 C 1.76 -0.71 -4.57  0.000
51 C -2.26 1.04 -2.85  0.002
52 H -3.09 -5.66 0.54  -0.007
53 H 1.69 4.58 3.43  0.000
54 H 1.31 -3.32 -0.91  0.004
55 H -4.43 -4.92 2.17  -0.054
56 H -3.96 2.49 2.25  0.000
57 C -2.51 -4.89 1.03  0.019
58 H -0.14 2.18 2.61  0.001
59 O -1.04 -1.37 -1.02  -0.098
60 O -1.91 -3.96 0.09  -0.016
61 O -3.72 -3.03 2.15  -0.486
62 C 0.02 -0.71 -0.31  0.016
63 F 3.07 -0.47 -4.58  0.000
64 H -0.22 0.35 -0.43  -0.017
65 H 3.10 -3.30 -0.83  0.000
66 O -2.87 0.91 -4.07  -0.001
67 F 0.18 5.85 -0.61  0.000
68 H -1.19 2.87 -3.31  0.000
69 H 2.74 -0.12 2.96  0.000
70 C 5.24 -1.70 0.38  0.000
71 H -1.38 0.39 -2.88  -0.002
72 H 0.96 -0.83 -0.85  0.004
73 H -2.73 3.24 -2.49  0.000
74 C 1.03 0.41 5.97  0.000
75 F -1.44 7.21 -0.89  0.000
76 H -1.73 -5.43 1.56  -0.010
77 H 0.79 -1.58 1.51  -0.014
78 F -3.85 1.17 -6.58  0.000
79 O -1.72 4.10 0.33  -0.001
80 H -1.31 2.51 -1.72  0.000
81 O -3.02 -1.43 -4.21  0.001
82 F 0.49 -0.77 5.75  0.000
83 F -3.22 -0.78 -6.95  0.000
84 C 3.83 -1.83 2.29  0.000
85 C 0.04 -0.82 1.30  0.019
86 C 2.23 -3.82 -1.24  0.000
87 F 2.42 0.50 5.85  0.000
88 H 3.84 -0.83 4.18  0.000

⟨S²⟩: 2.46
Net charge: +1
Energy relative to the best compared isomer or geometry (same formula, charge and spin), eV: 3.7433
Spin multiplicity: 3
E_HOMO (spin up / spin down), eV: -11.49 / -11.69
Electronic energy, eV: -125774.4427
LUMO energy (spin up / spin down), eV: -5.626 / -5.509



Formula: C24H33F6IMgN3O4PSTe
Source: OMol25
Level of theory: ωB97M-V/def2-TZVPD

Last column: Mulliken spin population.
Cartesian coordinates (Å):
1 H 0.05 -3.81 -5.56  0.000
2 H 2.51 0.14 1.10  0.019
3 F 0.77 1.50 -0.68  0.000
4 H -1.12 2.72 3.69  0.002
5 H -3.50 -2.24 1.74  -0.001
6 H -0.46 -1.31 -5.12  0.000
7 F 1.88 1.92 -2.71  0.000
8 C 2.85 -0.10 4.63  -0.054
9 H -2.99 4.64 1.30  0.000
10 H -3.99 5.99 -2.92  0.000
11 H -2.82 3.05 3.35  0.000
12 C -3.67 4.43 -0.67  0.000
13 C -2.46 2.68 0.53  0.004
14 C 1.56 -3.71 -1.87  0.000
15 O -0.92 1.32 1.72  0.007
16 C 6.38 0.99 2.44  -0.002
17 N -2.69 -1.82 1.32  0.003
18 H 1.78 -2.90 -2.55  0.000
19 C -3.75 3.56 -1.79  0.000
20 H 1.89 -3.41 -0.87  0.000
21 H -1.31 -5.04 -0.72  0.000
22 H 2.39 1.84 1.53  0.005
23 S -2.28 -2.81 -1.85  0.000
24 H 0.38 -5.55 -0.51  0.000
25 C -0.79 -3.22 -2.50  0.000
26 C -2.63 1.78 -0.60  -0.001
27 H 0.72 -4.60 -4.13  0.000
28 O -4.30 3.93 -2.95  0.000
29 H -0.20 -4.06 0.26  -0.001
30 F 1.75 -0.36 -3.24  0.000
31 H 7.47 0.42 4.20  0.000
32 H 2.80 -1.16 4.87  0.036
33 H 5.46 -0.19 5.48  0.000
34 F -0.12 0.82 -2.68  0.000
35 C 5.13 1.11 1.85  0.015
36 H -2.12 -3.33 3.37  0.000
37 H 7.26 1.26 1.88  0.000
38 H -5.11 5.34 -4.13  0.000
39 C 2.63 0.85 1.92  -0.039
40 C -4.78 5.27 -3.10  0.000
41 H -4.09 5.42 -0.69  0.000
42 H -5.63 5.46 -2.44  0.000
43 C -3.05 3.97 0.45  -0.001
44 H -1.58 4.17 2.79  -0.001
45 C -1.81 3.12 2.95  0.006
46 H 2.71 0.45 5.57  0.021
47 H -1.92 -2.32 -5.15  0.000
48 H -0.42 -2.80 3.47  0.007
49 C 4.10 0.29 3.88  0.009
50 F 2.67 0.33 -1.26  0.003
51 H 2.13 -4.60 -2.16  0.000
52 C 0.51 -3.63 -4.58  0.000
53 H -1.67 -1.19 -3.82  0.000
54 C -0.28 -4.70 -0.63  0.000
55 C -3.26 2.27 -1.74  0.000
56 C -1.52 -1.85 1.91  -0.004
57 C 5.36 0.17 4.46  0.014
58 F 0.64 -0.73 -1.19  0.000
59 C -1.44 -2.49 3.27  0.016
60 H -3.37 1.62 -2.60  0.000
61 O -2.24 0.55 -0.54  -0.004
62 H 5.03 1.48 0.84  0.000
63 N -0.44 -2.88 -3.77  0.000
64 H -2.78 -1.42 0.38  0.000
65 P 1.32 0.60 -2.08  0.001
66 H 1.44 -3.09 -4.74  0.000
67 C 3.99 0.76 2.58  -0.019
68 Mg -0.51 0.21 0.11  0.080
69 C -1.70 2.32 1.68  -0.025
70 C -1.17 -1.86 -4.51  0.000
71 I -2.00 -1.10 4.80  0.004
72 O -0.48 -1.37 1.38  -0.067
73 N 0.12 -3.99 -1.82  0.000
74 Te 1.21 0.37 3.40  0.969
75 C 6.49 0.52 3.74  -0.001

⟨S²⟩: 0.75
Net charge: +1
Energy relative to the best compared isomer or geometry (same formula, charge and spin), eV: 0.9019
Spin multiplicity: 2
E_HOMO (spin up / spin down), eV: -9.90 / -9.90
Electronic energy, eV: -95355.4646
LUMO energy (spin up / spin down), eV: -2.936 / -6.107



Formula: C24H33N3O4P2RhS4
Source: OMol25
Level of theory: ωB97M-V/def2-TZVPD

Last column: Mulliken charge in e.
Cartesian coordinates (Å):
1 H 2.77 -2.00 3.13  0.410
2 N -0.09 0.19 -2.94  -0.193
3 O 0.93 0.94 -5.07  -0.728
4 C -1.78 -2.15 -1.02  0.205
5 O 2.40 0.32 -3.12  -0.724
6 H 0.62 -5.96 3.60  0.589
7 C 0.08 0.19 2.60  0.285
8 H 0.03 -1.89 -2.67  0.293
9 C 0.17 -0.97 -2.10  -0.877
10 S 1.47 1.23 2.73  -0.120
11 O -1.72 -3.13 -0.14  -0.586
12 Rh -0.42 -2.55 1.28  -0.459
13 H 0.24 7.18 -2.05  0.388
14 H -3.07 -4.04 3.27  0.374
15 H -0.40 5.51 -3.77  0.459
16 S -0.08 -1.43 3.22  -0.394
17 H 1.91 7.28 -2.61  0.342
18 H 1.21 -0.92 -1.80  0.373
19 C -1.44 -5.72 1.33  -1.296
20 C 0.27 3.49 -3.70  -0.546
21 H 2.44 -2.49 -0.86  0.341
22 H 1.51 -4.00 -0.93  0.350
23 H 2.81 4.71 -1.06  0.538
24 H 1.57 6.85 -0.93  0.374
25 C -1.66 2.68 0.84  -0.492
26 N -0.62 1.98 1.56  0.924
27 C -2.10 -4.25 3.72  -1.334
28 S 1.21 0.93 -3.66  1.324
29 C 2.26 -3.44 -0.37  -1.554
30 H -0.82 0.04 -3.62  0.370
31 H -3.15 2.11 2.27  0.495
32 C -1.36 3.33 -0.35  0.556
33 H -2.37 -5.38 0.86  0.380
34 C 1.80 -4.81 2.16  -1.173
35 C 0.70 -4.95 3.20  -0.877
36 C 0.60 2.51 1.90  0.253
37 H -0.04 -1.08 0.03  -0.657
38 P -0.86 -4.42 2.43  1.188
39 H 2.98 -1.17 1.58  0.362
40 C 2.97 -2.14 2.07  -1.442
41 H 0.87 -4.27 4.04  0.453
42 H -1.28 -0.08 -0.71  0.131
43 C -2.39 3.96 -1.03  -0.478
44 C -2.95 2.63 1.35  -0.496
45 H -2.17 -5.18 4.28  0.456
46 C 2.09 3.04 -2.17  -0.429
47 C 1.23 6.73 -1.96  -1.658
48 H 2.80 -4.93 2.59  0.554
49 S 1.18 4.01 1.67  -0.216
50 N -0.91 0.73 1.98  -0.636
51 H -4.48 4.43 -1.07  0.427
52 H 3.20 -4.01 -0.36  0.508
53 O -2.54 -2.11 -1.95  -0.607
54 H 2.80 2.34 -1.75  0.539
55 H -1.62 -6.64 1.88  0.452
56 H -0.72 -5.89 0.53  0.362
57 C -0.75 -1.02 -0.85  1.451
58 H -4.98 3.24 1.04  0.384
59 H -1.84 -3.43 4.40  0.403
60 C 1.17 2.60 -3.11  0.243
61 C -3.69 3.93 -0.53  -0.682
62 H -0.41 3.14 -4.46  0.452
63 H 1.69 -5.57 1.38  0.440
64 H -0.35 3.34 -0.73  0.191
65 H -2.17 4.47 -1.96  0.379
66 C 2.10 4.37 -1.79  -0.669
67 C 0.29 4.82 -3.31  -0.914
68 C 1.20 5.28 -2.35  0.903
69 P 1.70 -3.18 1.33  1.432
70 H 3.94 -2.61 1.93  0.501
71 C -3.97 3.26 0.65  -0.597

Net charge: +1
Energy relative to the best compared isomer or geometry (same formula, charge and spin), eV: 1.3234
Spin multiplicity: 1
E_HOMO, eV: -10.53
Electronic energy, eV: -103006.2245
LUMO energy, eV: -4.464



Formula: C24H33N4Se2Si2Y
Source: OMol25
Level of theory: ωB97M-V/def2-TZVPD

Last column: Mulliken charge in e.
Cartesian coordinates (Å):
1 H -0.89 -4.89 1.45  0.418
2 Y -0.08 0.79 -0.38  0.943
3 H -1.74 3.25 2.14  0.578
4 N -0.59 3.38 0.44  0.234
5 C -0.44 1.28 -3.91  0.181
6 H 3.56 0.29 1.33  0.297
7 C 0.91 -0.55 1.94  -0.787
8 H 1.32 1.48 5.18  0.476
9 H -2.12 -0.77 1.71  0.120
10 C -1.88 -1.82 1.91  -0.949
11 Si -0.59 -2.55 0.72  0.287
12 N 0.68 0.78 1.96  0.039
13 H -1.04 7.21 0.65  0.440
14 H 2.07 -2.88 -2.11  0.380
15 C -1.38 -2.82 -0.98  -1.020
16 H 3.44 -2.70 2.08  0.337
17 Se -0.70 3.11 -3.36  0.117
18 H 0.38 -4.13 2.40  0.346
19 C -0.92 6.14 0.59  -0.266
20 C 0.01 -0.92 -3.44  -0.298
21 H 0.26 -1.64 -2.68  0.674
22 H 0.30 6.18 -1.20  0.486
23 H 1.71 -0.99 5.21  0.502
24 H 4.42 -3.05 0.66  0.440
25 N -0.14 0.35 -3.01  0.405
26 H 2.93 0.91 -0.20  0.261
27 C -0.04 -4.21 1.40  -1.177
28 H 4.45 0.02 -0.17  0.464
29 C 0.76 -1.20 0.61  2.262
30 Se 1.05 3.37 -1.83  -0.209
31 C 2.68 -2.03 -1.81  -1.123
32 C -0.17 5.58 -0.44  -0.626
33 C 3.45 0.06 0.26  -1.037
34 H -0.83 1.80 -5.95  0.444
35 H -1.51 -1.87 2.94  0.342
36 H -0.01 -2.32 -5.05  0.495
37 C -0.46 -0.30 -5.69  -0.352
38 C -5.09 0.64 0.37  -1.107
39 H -5.54 -0.21 -0.15  0.334
40 H -1.75 -1.91 -1.45  0.219
41 C 1.20 0.89 4.29  -0.936
42 C 1.28 -1.21 3.13  -0.724
43 H -0.67 -3.31 -1.65  0.342
44 N -2.63 0.90 -0.37  -0.097
45 Si 2.54 -1.59 0.02  0.007
46 H 2.91 -3.91 0.90  0.335
47 C -1.30 3.93 1.42  -0.466
48 H 0.66 2.54 3.04  0.558
49 H -5.12 0.44 1.45  0.321
50 H 3.72 -2.31 -2.00  0.518
51 C -3.72 0.79 -0.04  0.296
52 C -0.04 4.20 -0.45  0.320
53 C -0.14 -1.28 -4.76  -1.274
54 H -2.06 5.71 2.36  0.429
55 H -0.58 -0.55 -6.74  0.442
56 H 2.46 -1.18 -2.47  0.275
57 H -5.66 1.54 0.16  0.371
58 C 3.39 -2.94 1.02  -1.073
59 C -1.48 5.30 1.54  -0.877
60 H 1.46 -2.27 3.11  0.393
61 H 0.71 -4.68 0.76  0.329
62 H -2.23 -3.50 -0.87  0.511
63 C -0.60 1.00 -5.26  -0.821
64 H -2.82 -2.38 1.89  0.457
65 C 1.42 -0.49 4.30  -0.797
66 C 0.83 1.48 3.10  -0.408

Net charge: +2
Energy relative to the best compared isomer or geometry (same formula, charge and spin), eV: 0.5189
Spin multiplicity: 1
E_HOMO, eV: -13.62
Electronic energy, eV: -178866.1445
LUMO energy, eV: -6.232



Formula: C24H33N4Se2Si2Y
Source: OMol25
Level of theory: ωB97M-V/def2-TZVPD

Last column: Mulliken charge in e.
Cartesian coordinates (Å):
1 C 2.65 -1.80 0.47  -0.746
2 C 4.57 1.75 0.40  -0.551
3 H -1.33 1.03 -6.40  0.469
4 H -3.47 -1.46 -0.64  0.332
5 C -0.76 4.53 -0.12  0.355
6 C -1.72 -4.15 -0.35  -1.186
7 C -0.96 5.93 -0.20  -1.024
8 H -1.97 6.18 0.12  0.322
9 C -2.20 -1.72 2.27  -0.895
10 C 2.46 2.14 2.08  -0.408
11 C -1.78 1.92 -3.17  -0.306
12 H -2.82 2.03 2.25  0.541
13 H 0.08 -3.99 2.76  0.349
14 C 3.27 1.92 -0.04  0.002
15 C 0.95 -3.82 2.13  -1.164
16 H 0.84 0.28 -5.41  0.508
17 C -1.46 -0.86 1.46  -0.512
18 C 0.07 0.75 -4.80  -0.608
19 C 0.27 0.92 -3.44  0.129
20 H -4.19 0.59 3.72  0.491
21 H 1.07 0.16 2.81  -0.113
22 H 2.83 -0.76 0.19  -0.053
23 H -2.21 -4.63 -1.20  0.443
24 H -3.78 -1.86 3.72  0.521
25 C 3.73 2.03 2.62  -0.694
26 H -0.24 6.44 0.45  0.318
27 H 0.90 -4.51 1.29  0.336
28 H -0.91 -4.79 -0.05  0.375
29 H -2.45 -4.13 0.46  0.340
30 C 0.03 -2.55 -2.34  -0.920
31 H 1.82 -4.10 2.71  0.427
32 N -0.63 1.49 -2.63  0.363
33 Se 2.97 2.20 -1.96  0.050
34 H 1.61 2.35 2.72  0.578
35 H -2.48 2.39 -2.50  0.426
36 C -3.19 -1.21 3.09  -0.756
37 H 1.06 -2.71 -2.05  0.233
38 H -0.25 -3.40 -2.95  0.496
39 C -2.69 -1.39 -1.39  -0.902
40 H -3.03 2.08 -4.90  0.471
41 C -1.13 1.17 -5.35  -0.341
42 H 3.53 -2.15 1.01  0.473
43 H -0.01 -1.67 -2.98  0.158
44 C -3.43 0.16 3.09  -0.859
45 Si 1.08 -2.02 1.55  0.202
46 H 0.39 -1.12 3.79  0.362
47 H 2.12 -0.99 3.63  0.469
48 C -2.07 1.76 -4.51  -0.887
49 H 3.88 2.14 3.68  0.476
50 H 5.80 1.64 2.16  0.482
51 H 5.37 1.59 -0.30  0.471
52 Si -1.16 -2.41 -0.85  0.225
53 Y 0.02 0.93 -0.16  0.832
54 C -0.39 -1.29 0.54  1.906
55 N -0.59 3.39 -0.06  -0.327
56 N -1.71 0.47 1.47  0.004
57 N 2.22 2.06 0.77  0.134
58 H -3.11 -1.76 -2.32  0.447
59 C -2.66 0.96 2.27  -0.473
60 H -1.99 -2.78 2.25  0.408
61 C 1.18 -0.88 3.09  -0.722
62 Se 1.88 0.23 -2.58  0.129
63 C 4.80 1.78 1.77  -0.402
64 H 2.59 -2.39 -0.44  0.365
65 H -2.46 -0.33 -1.52  0.113
66 H -0.82 6.27 -1.22  0.313

Net charge: +2
Energy relative to the best compared isomer or geometry (same formula, charge and spin), eV: 0.5593
Spin multiplicity: 1
E_HOMO, eV: -13.57
Electronic energy, eV: -178866.1041
LUMO energy, eV: -6.279



Formula: C24H33O24Zr
Source: OMol25
Level of theory: ωB97M-V/def2-TZVPD

Last column: Mulliken charge in e.
Cartesian coordinates (Å):
1 Zr -12.60 16.00 7.08  0.549
2 C -14.20 12.36 4.10  -0.237
3 H -14.67 23.19 5.55  0.308
4 O -11.04 14.69 7.97  -0.726
5 H -15.06 13.45 12.20  0.263
6 H -8.94 13.41 6.98  0.394
7 C -14.11 13.17 6.20  0.079
8 O -13.88 13.94 7.12  -0.390
9 O -13.02 15.39 1.85  -0.377
10 O -12.61 21.23 6.86  -0.319
11 H -13.38 12.19 10.03  0.174
12 C -13.22 20.55 5.93  0.655
13 O -13.31 16.62 5.07  0.356
14 C -10.71 9.98 0.68  -0.444
15 O -14.98 14.33 10.31  -0.355
16 H -12.28 17.24 1.29  0.374
17 O -11.70 10.60 2.66  -0.256
18 H -7.34 15.45 2.43  0.334
19 C -13.79 14.86 10.02  0.700
20 O -14.15 13.56 4.97  0.036
21 C -14.39 17.08 5.55  1.205
22 C -13.34 12.83 10.93  -0.139
23 H -14.58 10.35 5.00  0.289
24 O -14.40 11.85 6.36  -0.368
25 H -10.39 8.94 0.82  0.310
26 C -14.90 11.44 5.08  -0.511
27 O -13.71 15.81 9.27  -0.622
28 O -9.86 10.87 1.40  -0.336
29 O -11.00 14.84 2.57  -0.124
30 H -15.71 17.36 3.75  0.280
31 H -9.82 19.75 6.81  0.302
32 H -5.85 15.59 3.39  0.285
33 H -12.81 23.15 7.30  0.242
34 C -12.39 16.71 2.24  0.100
35 H -12.69 9.30 1.38  0.352
36 O -14.32 21.15 5.37  -0.366
37 C -11.08 18.01 7.34  1.424
38 C -10.10 19.12 7.66  -1.389
39 O -12.81 19.50 5.47  -0.426
40 H -8.07 13.36 3.68  -0.079
41 H -14.87 18.83 4.39  0.227
42 C -15.35 17.88 4.69  -1.396
43 H -13.79 22.15 8.30  0.257
44 H -13.01 17.18 3.01  -0.313
45 C -11.06 16.26 2.80  0.526
46 H -12.68 11.10 0.88  0.136
47 H -10.02 12.11 7.34  0.379
48 H -6.39 13.04 3.53  0.335
49 C -10.90 14.00 6.89  1.207
50 H -12.63 12.54 11.74  0.331
51 C -6.87 15.23 3.33  -0.409
52 C -9.90 12.99 6.70  -1.181
53 O -14.65 16.90 6.77  -0.538
54 O -7.08 14.06 5.35  -0.325
55 O -12.83 14.13 10.48  -0.245
56 H -15.50 22.13 6.67  0.269
57 H -10.20 16.79 2.42  0.397
58 C -14.77 13.13 11.21  -0.367
59 C -12.07 10.19 1.31  -0.197
60 C -14.58 22.33 6.18  -0.278
61 O -7.46 16.03 4.45  -0.366
62 H -10.07 12.64 5.66  0.120
63 O -9.88 11.66 3.53  -0.471
64 H -10.74 10.30 -0.40  0.312
65 H -16.23 18.13 5.28  0.396
66 O -12.04 17.73 8.12  -0.560
67 H -10.96 16.34 3.90  -0.499
68 H -13.20 12.11 3.94  0.131
69 C -10.43 11.06 2.66  0.548
70 C -7.62 15.29 5.54  0.688
71 C -12.16 14.40 2.02  0.391
72 H -9.13 18.67 7.88  0.411
73 H -14.61 12.62 3.12  0.400
74 C -13.53 22.36 7.26  -0.326
75 O -12.42 13.28 1.74  -0.493
76 O -11.62 14.48 5.93  -0.193
77 H -15.94 11.65 5.10  0.355
78 O -7.98 15.67 6.62  -0.526
79 C -7.08 13.80 3.91  0.126
80 O -10.86 17.21 6.39  -0.405
81 H -15.49 12.45 10.79  0.275
82 H -10.59 19.78 8.41  0.322

Net charge: +1
Spin multiplicity: 1
E_HOMO, eV: -12.59
Electronic energy, eV: -75845.0407
LUMO energy, eV: -2.892



Q: The highest electronic energy belongs to which entry?
A: C24H33O24Zr



Q: Which formula does entry 2 have?
A: C24H33F6IMgN3O4PSTe